The following is a quantum chemistry calculation of the molecule C5H7Cl3O, from the Open Molecules 2025 dataset.

XYZ file:
```
16
Properties=species:S:1:pos:R:3:forces:R:3
O 1.253009 -0.243159 1.633749 -0.0584 0.0294 0.1491
C 1.294434 -0.283194 0.284847 -0.1548 -0.0107 -0.2942
C 2.322830 0.157824 -0.435530 0.1028 -0.0071 0.0866
Cl 3.735935 0.826470 0.331668 -0.0938 -0.0213 0.0154
C 0.043912 -0.842056 -0.349888 0.1368 0.2995 0.1817
C -1.012493 0.230906 -0.695791 0.0192 -0.0927 0.1320
C -2.096080 0.394518 0.364384 0.3117 -0.0215 -0.0041
Cl -3.165480 1.746362 -0.068145 0.0377 0.0549 0.0471
Cl -3.064306 -1.096186 0.516482 0.0426 0.0012 0.0513
H 2.085905 0.130532 1.962371 -0.0737 -0.0088 -0.0257
H 2.361792 0.135344 -1.508968 -0.0403 -0.0587 -0.0750
H -0.389657 -1.565610 0.340205 0.0680 -0.1527 -0.0901
H 0.326121 -1.362938 -1.263120 -0.0085 -0.0401 0.0393
H -0.522711 1.197718 -0.827317 -0.0698 -0.0058 -0.0249
H -1.495772 -0.031092 -1.637414 -0.0758 0.0761 0.0342
H -1.677445 0.604564 1.352468 -0.1439 -0.0416 -0.2227
```
Forces are in eV/Å.

## Properties
energy above the lowest of the compared OMol25 structures with the same formula, charge and spin: 0.0 kJ/mol
E_LUMO: 0.7 eV
total energy: -44913.2207 eV
SMILES string: O/C(=C\Cl)CCC(Cl)Cl